# 1
ORCA calculation (ωB97M-V/def2-TZVPD) on C2H7N3O as an isolated structure.

XYZ file:
```
13
Properties=species:S:1:pos:R:3
O 1.521 -0.583 -0.826
N 0.528 1.345 0.529
N -1.216 -0.125 -1.028
N -0.129 -1.214 0.740
C 1.001 -0.529 0.435
C -1.205 -0.962 -0.021
H -2.105 -0.091 -1.513
H 1.800 -0.642 1.164
H 0.750 -0.545 -1.437
H 0.112 1.484 1.446
H 1.302 1.979 0.359
H -2.118 -1.434 0.349
H -0.242 1.317 -0.197
```

Summary:
- Charge: 0
- Energy relative to the best compared isomer or geometry (same formula, charge and spin): 50.4 kcal per mole
- Multiplicity: 1


# 2
ORCA calculation (ωB97M-V/def2-TZVPD) on a 2-piece molecular cluster, C28H49BClN2O6Si overall.

XYZ file:
```
88
Properties=species:S:1:pos:R:3
Cl 7.519 -0.124 -0.624
Si -5.595 -1.341 0.321
O -2.514 4.514 0.826
O 5.588 -0.694 -3.906
O 6.180 -5.529 2.942
O 6.108 -3.828 1.549
O -4.360 5.620 0.268
O -3.787 3.761 -0.871
N 3.908 -2.209 -2.890
N 5.276 -0.072 0.894
C -6.354 -3.533 -1.385
C -5.304 -2.882 -0.725
C -3.308 0.088 -0.819
C 2.446 0.634 -1.547
C 1.202 1.948 0.315
C 5.837 -0.737 -0.366
C -4.800 0.189 -0.431
C 6.790 -2.716 0.989
C -6.131 -4.663 -2.167
C 3.624 0.067 -0.730
C -4.154 7.689 1.523
C -3.583 4.556 -0.013
C -2.371 0.893 0.097
C -4.848 -5.177 -2.316
C -4.943 -1.624 2.069
C 4.926 -0.212 -1.487
C -7.442 -0.984 0.427
C -2.461 5.770 1.520
C 6.615 -4.458 2.661
C 4.159 0.865 0.446
C 7.647 -3.727 3.475
C 5.924 -2.239 -0.188
C -0.274 2.330 0.256
C -3.791 -4.563 -1.654
C -4.023 -3.439 -0.870
C -3.913 6.203 1.510
C -1.124 1.397 -0.630
C 1.890 1.977 -1.070
B 4.842 -1.105 -2.819
H -4.910 0.986 0.310
H 3.489 1.013 1.288
H -0.382 3.374 -0.030
H 4.917 -2.652 -0.069
H -5.387 0.477 -1.305
H 5.978 0.340 1.507
H -2.957 -0.946 -0.837
H -2.034 0.257 0.924
H -7.989 -1.375 -0.431
H -3.176 0.464 -1.837
H 6.529 -0.877 -3.836
H 8.530 -3.462 2.892
H 6.333 -2.650 -1.110
H -4.689 -6.047 -2.939
H -3.174 -3.005 -0.352
H -2.783 -4.947 -1.744
H 3.610 -2.340 -3.853
H -4.855 -2.689 2.284
H 4.800 -0.817 1.408
H -1.462 1.952 -1.508
H -2.902 1.754 0.501
H -5.636 -1.178 2.783
H -0.522 0.549 -0.970
H -6.962 -5.149 -2.661
H 7.235 -2.807 3.897
H -2.051 5.627 2.516
H -3.813 8.117 2.466
H -7.875 -1.424 1.326
H -5.214 7.906 1.408
H 1.652 -0.109 -1.606
H 3.291 -0.899 -0.323
H 1.715 2.657 0.976
H -1.826 6.455 0.954
H 7.943 -4.381 4.289
H 1.324 0.963 0.781
H 4.616 1.816 0.175
H -0.665 2.261 1.277
H 6.916 -1.923 1.733
H 4.250 -3.101 -2.556
H -3.964 -1.155 2.190
H -7.610 0.095 0.436
H -4.464 5.714 2.317
H 5.386 0.740 -1.768
H -3.623 8.172 0.702
H 7.771 -3.016 0.622
H 1.141 2.281 -1.805
H 2.797 0.767 -2.576
H 2.670 2.741 -1.130
H -7.370 -3.173 -1.299
```

Summary:
- Charge: +1
- Multiplicity: 1


# 3
ORCA calculation (ωB97M-V/def2-TZVPD) on a single C2H4N2O2 molecule.

XYZ file:
```
10
Properties=species:S:1:pos:R:3
O 3.050 1.194 0.064
O 3.671 -0.919 -0.086
N 1.459 -0.443 0.111
N 2.918 0.011 -0.002
C -0.802 0.061 0.007
C 0.445 0.530 0.007
H 1.504 -1.359 0.465
H 0.909 1.557 -0.157
H -1.635 0.866 -0.149
H -1.199 -0.989 0.183
```

Summary:
- Charge: 0
- Energy relative to the best compared isomer or geometry (same formula, charge and spin): 138.7 kcal per mole
- Multiplicity: 1
- SMILES: C=CN[N+](=O)[O-]


Lowest unoccupied orbital energy (computed, eV): 0.77 -3.02 0.33
HOMO energy (computed, eV): -8.49 -10.35 -9.13